# C16H17MnN4O3PSSe2

C16H17MnN4O3PSSe2 as an isolated structure (ωB97M-V with the def2-TZVPD basis set, OMol25).

ORCA input file:
```
! wB97M-V def2-TZVPD RIJCOSX def2/J DEFGRID3
* xyz 0 6
Mn 0.0645 -1.1835 -1.2449
Se 0.0086 -1.4202 1.2412
P -0.9004 0.5073 0.6421
Se -0.2124 1.3135 -1.2694
C -2.7055 0.2804 0.6459
C -3.4708 0.5101 -0.4880
C -4.8383 0.2760 -0.4480
C -5.4316 -0.1827 0.7175
C -4.6618 -0.4107 1.8515
C -3.2974 -0.1858 1.8183
C -0.5386 1.7563 1.9195
C -1.0846 3.0256 1.7384
C -0.7857 4.0340 2.6385
C 0.0617 3.7788 3.7091
C 0.5996 2.5143 3.8884
C 0.3016 1.4965 2.9919
H -2.9990 0.8525 -1.3995
H -5.4353 0.4396 -1.3354
H -6.4974 -0.3699 0.7439
H -5.1236 -0.7809 2.7579
H -2.6804 -0.3755 2.6886
H -1.7365 3.2128 0.8933
H -1.2062 5.0216 2.4986
H 0.3019 4.5714 4.4063
H 1.2600 2.3171 4.7230
H 0.7152 0.5050 3.1205
C 5.1258 0.6932 -3.1123
C 4.8839 0.1136 -1.7127
C 3.8774 -0.9869 -1.7442
N 2.6186 -0.8317 -1.9023
N 1.8988 -1.9886 -1.9122
C 2.6255 -3.0673 -1.7621
N 2.1059 -4.3032 -1.7685
S 4.3175 -2.6892 -1.5984
H 5.8668 1.4905 -3.0602
H 4.2003 1.1060 -3.5106
H 5.4869 -0.0762 -3.7953
H 4.5049 0.8987 -1.0576
H 5.8189 -0.2582 -1.2936
H 1.0915 -4.3634 -1.7419
H 2.6451 -5.0838 -1.4452
O -0.6383 -3.4833 -1.5030
N -1.7176 -3.0670 -2.0226
O -2.6452 -3.7992 -2.2753
O -1.7743 -1.8076 -2.2312
*
```

The relative energy (zero: lowest compared OMol25 entry of this formula, charge and spin) is 10.26 kcal per mole. The HOMO energy (alpha / beta) is -7.97 / -8.37 eV. For the frontier orbital gap (alpha / beta), the calculation gives 8.16 / 8.55 eV. Its LUMO energy (alpha / beta) is 0.191 / 0.175 eV.

How is the electron density shared among the atoms? According to natural (NBO), the charges in e are: 1.236, -0.501, 0.955, -0.468, -0.449, -0.121, -0.220, -0.190, -0.199, -0.182, -0.302, -0.205, -0.208, -0.194, -0.210, -0.214, 0.232, 0.219, 0.216, 0.216, 0.225, 0.227, 0.218, 0.216, 0.216, 0.237, -0.591, -0.450, 0.095, -0.266, -0.511, 0.283, -0.781, 0.341, 0.216, 0.222, 0.207, 0.243, 0.218, 0.449, 0.406, -0.592, 0.725, -0.380, -0.587